Formula: C28H31MnN7O3S2
Source: OMol25
Level of theory: ωB97M-V/def2-TZVPD

Element x y z (Å)
N1 -0.62690 -1.48178 -0.39941
N2 -0.55953 1.39471 -0.57929
O1 2.45498 1.15842 -0.22464
C1 -2.69925 -6.28906 -0.58109
H1 5.06163 0.14446 -0.73212
C2 -2.75035 -2.52821 -0.17160
H2 -3.12704 -5.69682 1.46645
C3 -0.05723 0.03131 4.45254
H3 1.56575 -1.36716 4.85082
C4 1.60149 6.79391 -4.45005
H4 -2.29756 -7.87431 2.44494
C5 4.41692 -0.03373 -1.59094
H5 0.85191 4.06266 0.61888
C6 -1.01165 -3.59031 -1.43292
C7 0.32758 -0.00634 1.79242
C8 0.28744 6.76119 -4.85439
O2 1.78610 -0.13092 -2.10490
C9 -0.54547 2.65984 -0.17240
H6 -0.62321 1.46912 5.95761
C10 1.98802 6.34473 -3.16833
N3 -2.01976 6.10784 -4.06394
C11 -1.42124 1.31101 -1.66069
C12 -2.66395 -6.43129 0.82062
C13 1.07495 5.85327 -2.26049
N4 -2.46785 5.61753 -2.97866
Mn1 0.68303 -0.03894 -0.03736
H7 1.38121 5.52378 -1.27570
C14 -1.68142 4.80430 -0.85771
C15 -2.17343 -7.65352 1.38936
C16 -1.67171 -8.45907 -0.69668
H8 -2.16204 -0.62899 0.66548
C17 0.15512 0.01058 2.99277
C18 -2.30939 -3.60017 -0.93639
C19 -1.93423 2.53619 -1.90013
C20 -0.19293 -2.51941 -1.13080
H9 3.03220 6.39656 -2.88868
H10 -3.75680 -2.49540 0.22207
C21 -1.16303 -0.96490 4.81680
H11 -1.57819 0.39587 -2.20437
C22 -0.46796 1.44680 4.87790
H12 -1.31256 -0.95940 5.89758
H13 -2.10679 -0.69479 4.33880
H14 -2.73586 4.93658 -0.62917
H15 -2.21496 -7.27240 -2.43853
H16 -0.02219 7.10782 -5.83090
S1 2.77928 -0.05324 -1.02026
H17 -1.07933 5.23756 -0.06343
C23 -1.87605 -1.48454 0.06987
H18 2.05476 0.33361 4.89067
H19 -2.61642 2.90143 -2.64932
H20 0.82569 -2.47411 -1.48857
N5 -1.70846 -8.57377 0.60842
H21 4.50018 0.76750 -2.32312
N6 -1.38574 3.36940 -0.94607
N7 -1.43018 5.44802 -2.10075
H22 -1.39689 1.74867 4.39061
C24 -0.25610 5.82888 -2.68530
C25 0.23798 3.22697 0.95698
O3 2.50879 -1.22111 -0.13043
C26 1.25742 -0.36408 5.14677
H23 -0.89190 -1.97736 4.51309
H24 4.61476 -1.00404 -2.04260
H25 0.30907 2.17104 4.62976
H26 -0.42516 3.57998 1.74825
C27 -2.24547 -7.33513 -1.35934
H27 0.89219 2.46856 1.37221
H28 -0.63527 -4.38447 -2.06283
H29 -1.09789 -9.19606 -1.25332
H30 2.35811 7.17672 -5.12111
H31 1.11686 -0.34756 6.22872
S2 -3.46808 -4.88804 -1.35133
C28 -0.64602 6.26273 -3.94274

Atoms 1-2, force components in eV/Å:
N 0.116 -0.237 -0.113
N 0.245 -0.341 0.072

Summary:
* HOMO (alpha / beta): -12.58 / -12.58 eV
* multiplicity: 4
* electronic energy: -3641.270481 Eh
* energy relative to the best compared isomer or geometry (same formula, charge and spin): 144.1 kJ/mol
* total charge: +2
* gap between HOMO and LUMO (alpha / beta): 5.78 / 1.97 eV

Results of the Löwdin charge analysis, in e, for atoms 1 through 5:
1 N -0.0163
2 N 0.0075
3 O -0.3171
4 C -0.4808
5 H 0.0937

=====

Formula: C28H32AsN4S3V
Source: OMol25
Level of theory: ωB97M-V/def2-TZVPD

Element x y z (Å)
C1 -4.88311 -3.48024 0.55387
C2 1.68995 -1.90414 2.70037
S1 0.36842 0.78698 -0.62863
S2 -1.04756 2.37092 1.38884
H1 -5.41366 -4.07157 1.28891
H2 0.18546 -2.87472 -0.15688
H3 1.62497 -3.10450 -3.23910
C3 1.60396 -0.79609 3.71998
H4 1.00101 6.71256 0.89306
C4 -3.16950 -3.28973 -1.13363
H5 3.17227 -4.90055 2.13918
C5 2.52062 -4.04773 1.99088
H6 -3.58782 -5.08077 -0.04576
H7 -0.14737 5.51840 0.27664
H8 3.26181 1.14076 2.94838
H9 1.68300 3.53363 -1.84432
H10 3.17402 -3.03730 3.76959
C6 -3.49616 -1.95113 -1.32746
C7 2.40444 0.96209 2.28402
C8 -0.73688 2.77962 -2.64407
N1 -1.79997 -0.79141 1.42193
C9 -1.97070 4.07533 -1.00676
C10 -1.56393 -1.98387 -3.29734
H11 2.68439 0.22770 1.53204
H12 -3.06502 -2.57205 -4.70520
H13 0.11169 -1.53740 -2.05194
C11 -0.63563 2.16078 -0.27324
C12 0.12281 -3.72662 -4.64362
H14 0.81344 -1.02196 4.44164
C13 0.90683 1.48355 4.06098
V1 -0.35232 -0.04676 1.46739
H15 4.66806 5.15570 0.65786
C14 -5.21155 -2.14408 0.35623
H16 2.54111 -0.68361 4.28536
S3 -2.63602 -0.86456 -2.42343
H17 3.66528 6.27170 1.59077
H18 1.75304 1.67198 4.73573
N2 -0.44425 2.63653 -3.75084
H19 2.73284 4.95731 -2.02476
H20 0.05847 1.14033 4.65386
N3 1.25579 0.47319 3.05875
H21 1.65290 -4.81258 0.18333
H22 0.78083 -4.40822 -5.16831
C15 0.85256 -1.80129 1.58026
C16 2.52219 -2.99998 2.90088
H23 0.63615 2.41215 3.56276
C17 1.67310 -3.99107 0.89165
C18 -2.03771 -2.70192 -4.38997
H24 -2.36365 -3.74144 -1.69592
H25 3.79604 6.46143 -0.17287
N4 -2.67441 4.96135 -0.78237
C19 -0.24407 -2.12246 -2.88848
C20 0.59737 -2.99749 -3.56303
H26 2.13716 1.89464 1.78908
As1 2.19862 4.52692 0.44035
H27 0.94488 6.35455 -0.84617
C21 3.74631 5.73828 0.64308
C22 0.85243 -2.88429 0.69903
C23 0.85397 5.92527 0.15233
H28 3.40305 3.39472 -1.49151
C24 -3.86250 -4.04395 -0.19604
H29 -6.00178 -1.68618 0.93820
H30 -1.56387 -4.13636 -5.90914
C25 2.54195 4.06058 -1.43315
H31 -2.70138 -1.24642 1.36744
C26 -1.09397 2.99136 -1.28490
C27 -1.19429 -3.57626 -5.05921
H32 -4.76818 -0.33609 -0.71100
C28 -4.52594 -1.38352 -0.57561

Atoms 1-2, force components in eV/Å:
C -0.003 -0.008 0.006
C -0.063 -0.083 -0.095

Summary:
* HOMO (alpha / beta): -4.98 / -4.99 eV
* multiplicity: 2
* electronic energy: -5679.589620 Eh
* energy relative to the best compared isomer or geometry (same formula, charge and spin): 0.0 kJ/mol
* total charge: -1
* gap between HOMO and LUMO (alpha / beta): 7.52 / 7.53 eV

Results of the natural (NBO) charge analysis, in e, for atoms 1 through 5:
1 C -0.2470
2 C -0.0960
3 S -0.1718
4 S -0.1962
5 H 0.2067

=====

Formula: C28H32FN6O6S2V
Source: OMol25
Level of theory: ωB97M-V/def2-TZVPD

Element x y z (Å)
V1 -0.44637 -0.52688 0.61875
H1 1.02223 -3.76055 -3.03913
H2 -0.50423 -1.05210 -1.72870
H3 3.07125 1.68742 -3.87406
C1 -4.43091 1.74537 2.90970
H4 -1.75597 0.37962 -3.29020
C2 1.30160 3.81221 1.43186
C3 3.09919 -3.24534 -2.74928
H5 2.24499 2.98070 -2.98732
H6 -2.96963 -0.70667 0.10762
C4 -4.42476 3.07841 2.53909
H7 2.85198 2.09239 -0.89277
O1 3.11112 -1.98095 2.18830
H8 1.34988 2.00322 -4.16941
C5 -2.40303 0.22567 0.11052
H9 -2.34382 0.60725 -0.91154
C6 2.12486 1.97839 -3.40848
H10 -1.42674 -0.15591 -4.94951
N1 -0.08918 1.41004 1.02624
H11 0.02465 -0.27487 5.58811
H12 -1.39757 -1.33834 -3.62247
H13 -1.42904 -2.24028 6.04698
H14 1.75999 2.98232 3.35283
C7 0.48703 1.68716 2.20622
C8 -3.10084 2.56794 0.62801
O2 0.80547 -2.74638 1.97518
O3 1.47314 -0.51140 1.26322
C9 -1.33876 -1.83942 5.04877
C10 -1.16427 -0.30408 -3.90104
H15 2.14676 -0.60955 -4.34697
C11 1.10757 -0.69039 -4.65708
C12 -1.85626 -1.87082 2.72203
C13 1.24031 2.85224 2.41571
F1 -5.11764 3.98047 3.27974
C14 -0.03134 2.36164 0.08701
C15 3.61739 -2.36162 -0.58198
C16 4.02774 -2.74271 -1.84822
C17 2.28282 -2.46611 -0.21429
S1 1.86944 -1.93565 1.45055
N2 1.76129 1.07321 -2.34489
H16 0.83627 -1.75014 -4.67715
H17 1.00507 -0.29150 -5.66715
H18 3.41594 -3.55162 -3.73390
H19 -2.62704 2.90090 -0.28429
H20 -3.79045 4.54205 1.11986
C18 2.68188 1.06736 -1.23267
C19 -3.76094 3.50148 1.40339
C20 -0.53017 -0.75251 4.79525
H21 -2.69326 -3.24345 4.12837
H22 -3.80438 -0.22096 2.39795
C21 -3.76459 0.82458 2.12453
O4 -0.57376 -4.53899 -0.37346
C22 -2.03486 -2.40089 3.98409
O5 -1.01195 -2.90250 -2.12871
H23 5.06570 -2.65677 -2.13395
C23 -0.42613 -0.26334 3.48712
H24 1.85479 4.72503 1.58824
H25 -0.52197 2.10965 -0.84277
C24 0.61673 3.56983 0.24353
H26 0.61223 4.29838 -0.55183
C25 -3.06652 1.20879 0.96966
N3 -1.06038 -0.83064 2.46302
C26 1.35581 -2.94313 -1.11666
C27 0.71544 0.21344 -2.44152
H27 0.89470 1.12501 4.09690
H28 -4.98277 1.44174 3.78603
S2 -0.41107 -3.19144 -0.83058
H29 2.29550 0.47136 -0.40464
H30 3.64362 0.65258 -1.55956
H31 4.31435 -1.99493 0.15680
C28 1.76986 -3.35224 -2.37652
O6 -0.92930 -2.18527 0.13104
N4 0.14851 -0.33437 -1.41901
N5 0.32585 0.87504 3.29923
N6 0.24119 0.03740 -3.74523
H32 -2.35423 -2.30560 1.86547

Atoms 1-2, force components in eV/Å:
V -0.445 2.871 -1.643
H 0.032 0.025 -0.172

Summary:
* HOMO (alpha / beta): -7.52 / -7.41 eV
* multiplicity: 3
* electronic energy: -3706.477432 Eh
* gap between HOMO and LUMO (alpha / beta): 7.44 / 7.31 eV

Results of the Löwdin charge analysis, in e, for atoms 1 through 5:
1 V 0.8027
2 H 0.1152
3 H 0.0290
4 H 0.0912
5 C -0.0128

=====

The highest electronic energy belongs to which entry?
C28H31MnN7O3S2

=====

The highest electronic energy belongs to which entry?
C28H31MnN7O3S2

=====

Which of these has the highest electronic energy?
C28H31MnN7O3S2

=====

Among the records above, which one has the highest electronic energy?
C28H31MnN7O3S2